(1)
Computed, not measured: a molecular structure, C46H23F4N8OP2S6Se2Tl in a non-equilibrium geometry, with ωB97M-V with the def2-TZVPD basis set.

Results
Highest occupied orbital energy (spin up / spin down), eV: -1.33 / -1.33
Calculated total energy, Ha: -10726.66246
Total charge: -2
ΔE to the lowest compared entry with this formula, charge and spin, kJ/mol: 80.16

Geometry (Å):
1 Tl -0.69 0.20 0.14
2 S 0.01 2.88 1.10
3 P 2.15 1.78 -0.87
4 C 0.83 0.89 -1.47
5 P -0.25 1.25 -2.79
6 S -1.77 0.02 -2.68
7 C 0.53 0.98 -4.41
8 C 1.73 0.31 -4.54
9 C 2.23 0.05 -5.81
10 C 1.51 0.44 -6.93
11 C 0.29 1.09 -6.79
12 C -0.20 1.35 -5.53
13 C -0.87 2.97 -2.91
14 C -1.97 3.32 -2.14
15 C -2.44 4.62 -2.17
16 C -1.82 5.56 -2.98
17 C -0.73 5.21 -3.76
18 C -0.24 3.92 -3.72
19 C 2.46 3.59 -0.76
20 C 1.45 4.49 -1.04
21 C 1.70 5.85 -1.00
22 C 2.96 6.30 -0.64
23 C 3.97 5.41 -0.33
24 C 3.73 4.05 -0.40
25 C 3.74 1.24 -1.61
26 C 4.47 0.18 -1.09
27 C 5.64 -0.22 -1.70
28 C 6.07 0.41 -2.86
29 C 5.32 1.44 -3.40
30 C 4.16 1.86 -2.78
31 H 2.27 -0.02 -3.66
32 H 3.17 -0.46 -5.91
33 H 1.89 0.22 -7.91
34 H -0.27 1.39 -7.67
35 H -1.17 1.83 -5.40
36 H -2.44 2.58 -1.52
37 H -3.29 4.90 -1.57
38 H -2.20 6.57 -3.02
39 H -0.25 5.95 -4.39
40 H 0.63 3.64 -4.30
41 H 0.47 4.12 -1.28
42 H 0.91 6.55 -1.23
43 H 3.15 7.37 -0.59
44 H 4.94 5.77 -0.04
45 H 4.51 3.33 -0.18
46 H 4.14 -0.33 -0.19
47 H 6.20 -1.05 -1.29
48 H 6.98 0.09 -3.34
49 H 5.64 1.93 -4.32
50 H 3.57 2.67 -3.19
51 O -7.60 -1.23 1.09
52 C -6.43 -0.98 0.98
53 S -5.76 0.65 1.12
54 C -4.05 0.22 0.96
55 C -3.78 -1.10 0.74
56 S -2.26 -1.86 0.58
57 S -5.18 -2.17 0.65
58 S -2.92 1.49 1.11
59 Se 0.35 3.61 4.13
60 N 0.40 2.25 5.27
61 C 0.27 1.10 4.61
62 C 0.27 -0.17 5.20
63 C 0.14 -1.28 4.38
64 C 0.02 -1.12 3.01
65 N 0.01 0.08 2.42
66 C 0.13 1.15 3.18
67 N 0.16 2.41 2.69
68 H 0.38 -0.25 6.27
69 H 0.15 -2.27 4.79
70 H -0.08 -1.97 2.35
71 Se 3.62 0.86 3.24
72 C 2.92 1.10 1.73
73 N 2.37 1.24 0.68
74 F 3.10 -5.36 -2.92
75 C 1.97 -5.69 -2.26
76 C 1.42 -6.92 -2.53
77 F 2.04 -7.71 -3.43
78 C 0.23 -7.38 -1.90
79 C -0.32 -6.48 -0.97
80 C 0.24 -5.25 -0.70
81 F -0.31 -4.49 0.26
82 C 1.40 -4.78 -1.35
83 C 1.94 -3.48 -1.12
84 C 1.28 -2.49 -0.44
85 N 0.84 -1.57 0.12
86 C 3.18 -3.07 -1.61
87 N 4.21 -2.68 -1.95
88 F -1.43 -6.84 -0.29
89 C -0.33 -8.65 -2.17
90 C -1.50 -9.14 -1.59
91 N -2.46 -9.63 -1.17
92 C 0.23 -9.59 -3.04
93 N 0.63 -10.43 -3.73

***

(2)
Computed, not measured: a molecular structure, C46H27N8Pb in a non-equilibrium geometry, with ωB97M-V with the def2-TZVPD basis set.

Results
Highest occupied orbital energy (spin up / spin down), eV: -3.15 / -3.12
Calculated total energy, Ha: -2400.08511
Total charge: -1
ΔE to the lowest compared entry with this formula, charge and spin, kJ/mol: 172.96

Geometry (Å):
1 Pb -0.26 0.76 1.25
2 C 3.24 6.46 -0.08
3 C 1.95 7.02 -0.15
4 C 0.83 6.24 -0.05
5 C 1.00 4.87 0.12
6 C 0.07 3.79 0.25
7 N 0.77 2.63 0.41
8 C 2.10 2.88 0.36
9 N 3.12 2.02 0.39
10 C 3.07 0.71 0.40
11 C 4.29 -0.06 0.11
12 C 5.61 0.32 -0.04
13 C 6.53 -0.67 -0.34
14 C 6.14 -1.99 -0.49
15 C 4.81 -2.37 -0.37
16 C 3.89 -1.39 -0.08
17 C 2.43 -1.39 0.06
18 N 1.67 -2.35 -0.38
19 C -1.08 -2.27 0.27
20 N -1.70 -0.96 0.29
21 C -2.99 -1.03 0.08
22 N -3.84 -0.01 0.05
23 C -3.41 1.24 0.14
24 N -2.16 1.73 0.29
25 C -2.20 3.11 0.21
26 N -1.23 3.99 0.21
27 C -3.57 3.52 0.10
28 C -4.17 4.77 0.05
29 C -5.54 4.83 -0.02
30 C -6.32 3.67 -0.06
31 C -5.73 2.42 -0.03
32 C -4.35 2.35 0.05
33 C -3.36 -2.44 -0.10
34 C -4.58 -3.05 -0.32
35 C -4.62 -4.43 -0.42
36 C -3.46 -5.19 -0.31
37 C -2.23 -4.59 -0.09
38 C -2.18 -3.21 0.03
39 N 2.02 -0.15 0.51
40 C 2.29 4.30 0.19
41 C 3.42 5.10 0.08
42 H 4.09 7.12 -0.16
43 H 1.85 8.09 -0.28
44 H -0.17 6.65 -0.11
45 H 5.89 1.35 0.08
46 H 7.57 -0.41 -0.48
47 H 6.89 -2.74 -0.71
48 H 4.51 -3.40 -0.52
49 H -3.56 5.66 0.09
50 H -6.04 5.79 -0.06
51 H -7.39 3.76 -0.11
52 H -6.32 1.51 -0.06
53 H -5.47 -2.45 -0.41
54 H -5.57 -4.93 -0.59
55 H -3.52 -6.27 -0.41
56 H -1.34 -5.19 0.01
57 H 4.41 4.67 0.13
58 C 1.64 -5.41 3.48
59 C 1.28 -4.23 4.11
60 C 0.77 -3.18 3.37
61 C 0.61 -3.27 1.99
62 C 0.98 -4.46 1.36
63 C 1.50 -5.51 2.11
64 C -0.02 -2.12 1.33
65 C 0.32 -1.88 -0.22
66 C 0.12 -1.02 -1.48
67 C -0.49 -1.77 -2.49
68 C -0.56 -1.34 -3.80
69 C 0.00 -0.12 -4.17
70 C 0.57 0.65 -3.18
71 C 0.64 0.22 -1.87
72 H 2.05 -6.23 4.05
73 H 1.38 -4.13 5.18
74 H 0.50 -2.26 3.88
75 H 0.89 -4.55 0.29
76 H 1.78 -6.42 1.60
77 H -0.26 -1.38 2.09
78 H -0.92 -2.74 -2.26
79 H -1.02 -1.96 -4.56
80 H -0.01 0.21 -5.20
81 H 1.01 1.61 -3.43
82 H 1.11 0.88 -1.18

***

(3)
Computed, not measured: a molecular structure, C46H31BrINO20, with ωB97M-V with the def2-TZVPD basis set.

Results
Highest occupied orbital energy, eV: -9.62
Calculated total energy, Ha: -6202.42060

Geometry (Å):
1 O 1.06 4.76 2.13
2 N 0.78 4.05 1.28
3 O 0.71 4.82 -0.03
4 C -0.48 4.65 -0.67
5 Br -0.22 5.31 -2.47
6 I -0.99 2.52 -0.86
7 O -1.44 5.35 0.04
8 C -2.80 5.24 -0.35
9 O -3.20 5.78 -1.31
10 C -3.57 4.43 0.67
11 C -4.74 3.66 0.08
12 O -5.52 4.10 -0.70
13 O -4.88 2.41 0.60
14 H -3.95 5.11 1.44
15 H -2.88 3.76 1.17
16 H -4.01 1.98 0.65
17 C 4.37 6.19 -6.59
18 C 3.06 5.95 -6.51
19 C 2.33 6.11 -5.24
20 O 1.14 5.87 -5.18
21 C 3.10 6.56 -4.04
22 C 4.40 6.80 -4.13
23 C 5.14 6.64 -5.41
24 O 6.33 6.86 -5.48
25 H 4.92 6.08 -7.51
26 H 2.47 5.62 -7.36
27 H 2.54 6.67 -3.12
28 H 4.99 7.13 -3.28
29 C 3.93 -0.13 0.86
30 C 4.59 -0.71 1.85
31 C 4.09 -0.65 3.25
32 O 4.69 -1.19 4.15
33 C 2.82 0.08 3.50
34 C 2.16 0.65 2.50
35 C 2.65 0.59 1.10
36 O 2.04 1.11 0.19
37 H 4.27 -0.16 -0.17
38 H 5.52 -1.25 1.70
39 H 2.47 0.12 4.52
40 H 1.22 1.18 2.65
41 C -1.50 -3.46 6.28
42 C -1.29 -2.18 6.02
43 C -0.02 -1.71 5.41
44 O 0.16 -0.53 5.17
45 C 1.01 -2.73 5.09
46 C 0.80 -4.02 5.35
47 C -0.46 -4.49 5.97
48 O -0.65 -5.66 6.20
49 H -2.42 -3.82 6.72
50 H -2.02 -1.41 6.23
51 H 1.94 -2.38 4.65
52 H 1.54 -4.79 5.14
53 C 3.94 3.13 -11.64
54 C 3.21 3.72 -10.70
55 C 3.44 5.14 -10.34
56 O 2.78 5.68 -9.48
57 C 4.51 5.88 -11.07
58 C 5.23 5.28 -12.01
59 C 5.01 3.86 -12.37
60 O 5.67 3.31 -13.23
61 H 3.79 2.09 -11.92
62 H 2.42 3.22 -10.15
63 H 4.65 6.91 -10.79
64 H 6.02 5.79 -12.55
65 C -3.73 -6.46 5.44
66 C -3.64 -7.61 4.79
67 C -4.54 -7.92 3.65
68 O -4.46 -8.97 3.05
69 C -5.54 -6.89 3.26
70 C -5.63 -5.74 3.91
71 C -4.73 -5.43 5.05
72 O -4.81 -4.37 5.64
73 H -3.09 -6.20 6.27
74 H -2.92 -8.37 5.06
75 H -6.18 -7.15 2.42
76 H -6.35 -4.97 3.64
77 C -3.25 -9.87 9.15
78 C -3.45 -10.00 10.46
79 C -2.96 -8.97 11.42
80 O -3.15 -9.09 12.61
81 C -2.25 -7.80 10.86
82 C -2.05 -7.67 9.55
83 C -2.53 -8.70 8.60
84 O -2.35 -8.57 7.41
85 H -3.59 -10.61 8.43
86 H -3.97 -10.85 10.89
87 H -1.91 -7.06 11.58
88 H -1.53 -6.82 9.12
89 C -0.50 3.46 -6.09
90 C -1.43 3.22 -5.17
91 C -1.69 1.84 -4.68
92 O -2.51 1.62 -3.82
93 C -0.89 0.74 -5.29
94 C 0.03 0.98 -6.21
95 C 0.31 2.36 -6.68
96 O 1.16 2.58 -7.51
97 H -0.27 4.46 -6.43
98 H -2.02 4.00 -4.71
99 H -1.11 -0.26 -4.92
100 H 0.63 0.20 -6.66

***

(4)
Computed, not measured: a molecular structure, C46H32Cl2F6N5PS2Tl in a non-equilibrium geometry, with ωB97M-V with the def2-TZVPD basis set.

Results
Highest occupied orbital energy (spin up / spin down), eV: -1.04 / -1.10
2S+1: 2
Calculated total energy, Ha: -4875.94459
Total charge: -2

Geometry (Å):
1 Tl 0.69 0.54 -0.11
2 N -10.15 1.62 2.09
3 C -9.03 1.53 1.81
4 C -7.64 1.42 1.48
5 C -6.94 2.50 0.93
6 C -5.61 2.38 0.60
7 C -4.90 1.19 0.81
8 C -5.61 0.13 1.40
9 C -6.95 0.24 1.73
10 C -3.47 1.03 0.46
11 C -2.64 0.68 1.51
12 C -3.04 0.84 2.93
13 C -1.96 0.67 3.70
14 C -0.79 0.45 2.77
15 N -1.33 0.31 1.47
16 C -3.06 1.28 -0.92
17 C -3.90 1.74 -1.97
18 C -3.13 1.74 -3.13
19 C -1.86 1.27 -2.77
20 N -1.83 0.98 -1.44
21 H -7.46 3.44 0.77
22 H -5.07 3.24 0.22
23 H -5.09 -0.80 1.58
24 H -7.48 -0.60 2.16
25 H -4.05 1.07 3.26
26 H -1.87 0.71 4.78
27 H -0.10 1.30 2.82
28 H -4.94 2.02 -1.90
29 H -3.43 2.03 -4.13
30 H -1.17 1.16 -4.76
31 Cl 2.86 -1.07 -2.12
32 C 4.31 -1.14 -1.16
33 C 5.49 -0.89 -1.84
34 C 6.71 -0.98 -1.19
35 C 6.72 -1.32 0.15
36 C 5.53 -1.54 0.82
37 Cl 5.67 -1.94 2.51
38 C 4.25 -1.46 0.22
39 S 2.78 -1.74 1.09
40 H 5.44 -0.62 -2.89
41 H 7.63 -0.78 -1.72
42 H 7.66 -1.40 0.69
43 C 0.46 6.02 -4.98
44 C 1.42 5.55 -4.09
45 C 1.34 4.26 -3.59
46 C 0.29 3.39 -3.98
47 C -0.68 3.90 -4.87
48 C -0.59 5.19 -5.36
49 C 0.28 2.06 -3.48
50 C -0.74 1.00 -3.77
51 C -0.11 -0.39 -3.77
52 C 0.74 -0.72 -4.84
53 C 1.33 -1.97 -4.93
54 C 1.10 -2.92 -3.94
55 C 0.27 -2.60 -2.87
56 C -0.33 -1.35 -2.79
57 H 0.51 7.04 -5.36
58 H 2.23 6.19 -3.76
59 H 2.08 3.91 -2.88
60 H -1.52 3.27 -5.16
61 H -1.36 5.55 -6.04
62 H 1.09 1.80 -2.81
63 H 0.94 0.04 -5.60
64 H 1.98 -2.20 -5.77
65 H 1.57 -3.90 -4.01
66 H 0.09 -3.34 -2.10
67 H -0.97 -1.11 -1.95
68 S 1.40 -4.27 5.62
69 C 0.96 -2.96 4.51
70 C -0.19 -3.04 3.74
71 C -0.63 -1.94 3.06
72 N 0.02 -0.78 3.12
73 C 1.19 -0.70 3.75
74 C 1.69 -1.78 4.46
75 C 2.16 -5.45 4.51
76 C 3.46 -5.30 4.08
77 C 3.99 -6.26 3.24
78 N 3.31 -7.33 2.82
79 C 2.05 -7.45 3.22
80 C 1.43 -6.54 4.06
81 H -0.74 -3.97 3.71
82 H -1.53 -1.91 2.46
83 H 1.69 0.26 3.68
84 H 2.63 -1.69 4.98
85 H 4.06 -4.45 4.40
86 H 5.01 -6.18 2.88
87 H 1.50 -8.31 2.85
88 H 0.40 -6.67 4.38
89 F 0.63 2.85 1.63
90 P 1.93 3.85 1.48
91 F 2.66 3.01 2.68
92 F 1.19 4.64 0.30
93 F 3.22 4.80 1.35
94 F 2.57 2.82 0.39
95 F 1.29 4.84 2.58

***

(5)
Computed, not measured: a molecular structure, C46H34Cl4N7O5OsP in a non-equilibrium geometry, with ωB97M-V with the def2-TZVPD basis set.

Results
Highest occupied orbital energy (spin up / spin down), eV: -12.31 / -12.91
2S+1: 5
Calculated total energy, Ha: -4805.10079
Total charge: +2

Geometry (Å):
1 Os -0.23 -0.60 0.24
2 Cl -8.27 3.66 1.25
3 C -6.94 2.60 0.99
4 C -7.08 1.24 1.21
5 C -6.00 0.40 1.04
6 C -4.77 0.90 0.61
7 C -4.66 2.27 0.36
8 C -5.72 3.12 0.56
9 C -3.54 0.09 0.44
10 C -2.96 0.07 -0.84
11 C -3.67 0.36 -2.04
12 C -2.82 0.09 -3.08
13 C -1.59 -0.35 -2.51
14 C -0.41 -0.65 -3.23
15 C -0.47 -0.61 -4.70
16 C -1.35 -1.43 -5.42
17 C -1.35 -1.43 -6.80
18 C -0.49 -0.57 -7.49
19 Cl -0.49 -0.58 -9.20
20 C 0.36 0.28 -6.79
21 C 0.38 0.25 -5.41
22 C 0.82 -0.94 -2.63
23 N 1.10 -0.88 -1.29
24 C 2.44 -1.11 -1.16
25 C 3.16 -1.17 0.06
26 C 4.63 -1.17 -0.02
27 C 5.41 -2.14 0.61
28 C 6.79 -2.10 0.54
29 C 7.41 -1.07 -0.16
30 Cl 9.12 -0.99 -0.21
31 C 6.65 -0.12 -0.83
32 C 5.28 -0.18 -0.77
33 C 2.53 -1.30 1.31
34 C 3.19 -1.49 2.56
35 C 2.23 -1.78 3.48
36 C 0.97 -1.70 2.81
37 N 1.17 -1.37 1.51
38 C -0.27 -1.86 3.47
39 C -1.50 -1.47 2.91
40 C -2.76 -1.46 3.60
41 C -3.65 -0.84 2.78
42 C -2.98 -0.55 1.56
43 N -1.67 -0.95 1.66
44 C -0.25 -2.45 4.82
45 C 0.36 -3.70 5.00
46 C 0.38 -4.29 6.25
47 C -0.18 -3.63 7.34
48 Cl -0.15 -4.36 8.89
49 C -0.75 -2.37 7.18
50 C -0.79 -1.79 5.92
51 C 3.01 -1.37 -2.44
52 C 2.00 -1.28 -3.35
53 N -1.70 -0.35 -1.15
54 H -8.04 0.85 1.52
55 H -6.13 -0.67 1.20
56 H -3.69 2.67 0.10
57 H -5.62 4.19 0.40
58 H -4.70 0.67 -2.10
59 H -3.02 0.17 -4.13
60 H -2.01 -2.11 -4.89
61 H -2.00 -2.09 -7.35
62 H 0.99 0.96 -7.34
63 H 1.04 0.92 -4.87
64 H 4.93 -2.96 1.13
65 H 7.38 -2.86 1.02
66 H 7.15 0.66 -1.39
67 H 4.69 0.56 -1.30
68 H 4.25 -1.41 2.74
69 H 2.37 -1.98 4.53
70 H -2.94 -1.86 4.58
71 H -4.68 -0.63 2.99
72 H 0.78 -4.22 4.16
73 H 0.83 -5.26 6.39
74 H -1.14 -1.85 8.04
75 H -1.21 -0.80 5.80
76 H 4.04 -1.62 -2.62
77 H 2.06 -1.47 -4.41
78 N 2.97 2.52 0.24
79 C 2.31 3.64 -0.50
80 P 1.15 2.88 -1.73
81 O 1.85 2.55 -2.98
82 O 0.37 1.75 -1.05
83 C -0.23 4.14 -1.95
84 N -1.42 3.27 -2.23
85 H 3.22 1.77 -0.42
86 H 2.25 2.09 0.93
87 H 3.80 2.81 0.75
88 H 3.06 4.21 -1.04
89 H 1.80 4.27 0.22
90 H -0.05 4.83 -2.77
91 H -0.42 4.68 -1.03
92 H -1.21 2.42 -1.62
93 H -1.42 2.93 -3.19
94 H -2.32 3.69 -2.01
95 O 0.77 1.44 1.74
96 N -0.26 2.23 1.68
97 O -0.11 3.41 1.95
98 O -1.35 1.74 1.36

***

> calculated total energy of number 2 (C46H27N8Pb)?

-2400.08511 Ha

***

> The highest calculated total energy belongs to which entry?

C46H27N8Pb